{
  "formula": "C17H33O26PS5",
  "method": "ωB97M-V/def2-TZVPD",
  "elements": ["S", "H", "O", "H", "S", "H", "H", "H", "O", "H", "O", "C", "C", "H", "H", "O", "O", "H", "H", "H", "H", "C", "H", "C", "C", "C", "O", "C", "C", "C", "H", "H", "S", "H", "C", "O", "O", "C", "H", "O", "H", "C", "H", "H", "O", "H", "O", "O", "C", "S", "O", "H", "C", "O", "C", "O", "H", "O", "O", "O", "H", "H", "O", "O", "H", "O", "H", "H", "O", "O", "C", "O", "C", "H", "O", "S", "P", "H", "H", "H", "O", "H"],
  "positions_angstrom": [[-1.10261, -1.83193, -5.81574], [-2.62532, 1.02402, -0.87820], [0.51647, 4.79070, -0.62989], [-3.54892, 1.56059, -2.68939], [1.11865, -1.72637, 1.65726], [1.75692, 3.84388, -5.02758], [-2.26503, 3.66196, 1.44834], [-1.60869, -1.87874, 2.65398], [0.24636, -2.77934, 0.83533], [4.59086, -0.46125, 0.99574], [3.21753, -7.00227, 4.21507], [-0.57934, -3.54612, 1.73095], [0.54814, 4.04574, -1.58692], [-7.08135, 2.04589, 2.30497], [-4.78401, 3.90169, -3.04173], [2.75140, 5.18296, -2.79271], [1.45322, 3.48493, -4.18564], [5.13765, 1.51715, 3.27352], [2.68504, 5.51750, -1.88807], [-1.26467, 1.05911, -6.15589], [-1.10642, -3.14150, 3.80243], [-3.14322, 2.50754, -3.03795], [-0.02161, -4.42805, 2.04350], [-6.63825, 1.25674, 2.91503], [4.85969, 0.52904, 2.90096], [-0.83616, -2.61339, 2.89331], [0.81995, -0.42928, 1.16301], [-0.19712, 0.10486, -4.53447], [-3.93267, 3.66299, -2.41438], [-0.32934, 0.52338, -5.97936], [6.07042, -5.34502, 3.56730], [-6.63133, 1.56432, 3.95667], [-5.28401, -0.08697, 1.30943], [-2.99117, 2.11670, 2.19565], [-1.33557, 2.66785, -1.54894], [-0.26665, -2.97351, -5.76598], [0.10007, 2.76904, -1.60544], [-1.46292, 1.75473, 0.75599], [-7.08726, -0.78362, 3.48962], [7.27400, -1.92742, 2.30798], [-3.31333, 2.53743, -4.10728], [-2.30674, 2.58035, 1.49606], [-3.33299, 4.55844, -2.30325], [5.72732, -3.63676, 3.20147], [5.74340, -0.43797, 3.48686], [0.82928, -0.18214, -4.29586], [8.09286, 0.23918, 3.18409], [-4.42934, -1.13751, 1.72780], [5.10738, 0.40469, 1.41402], [3.15192, -5.82741, 3.42876], [-5.29771, 1.03067, 2.45770], [0.50470, 1.13031, -6.31788], [5.32605, -4.64556, 3.18218], [-6.80538, -0.55645, 1.46406], [-7.33793, -0.06857, 2.70350], [0.41140, 5.75552, -3.65652], [-0.52619, 0.88016, -3.84967], [2.45708, -2.18877, 1.75353], [-0.37448, -0.71402, -6.70539], [3.90272, -6.09677, 2.04322], [-8.41684, 0.03193, 2.63518], [-0.87489, 0.70654, -0.93319], [0.40851, -1.91418, 3.07179], [-1.03112, -1.05864, -4.41543], [-4.33724, 3.33995, -1.46085], [-2.46249, -1.92021, -6.20418], [-1.69265, 3.55558, -1.02602], [5.65497, -5.38958, 1.16538], [4.15390, -4.72908, 4.00658], [-1.73607, 2.60856, -2.87966], [4.84944, -5.04150, 1.80450], [6.52491, 0.18815, 1.30104], [-1.64444, 1.43669, -0.69940], [3.83085, 0.31308, 3.17325], [-5.13437, 0.54379, 0.05001], [7.07493, -0.55539, 2.60620], [1.27915, 4.68962, -3.17045], [-0.57276, 1.37029, 1.25680], [4.32326, -4.21970, 1.31435], [-1.49645, -3.84919, 1.23381], [1.92557, -5.16783, 3.15880], [4.82110, 1.29776, 0.86634]],
  "e_homo_ev": -7.516,
  "homo_lumo_gap_ev": 7.2,
  "lumo_energy_ev": -0.36,
  "smiles": "C=CC[C@H](OCC)OC(=O)P(=O)(O)O.O=S1(=O)OCCO1.O=S1(=O)OCCO1.O=S1(=O)OCCO1.O=S1(=O)OCCO1.O=S1(=O)OCCO1",
  "e_above_lowest_ev": 0.6352
}

---

{
  "formula": "C17H34I2N6O4P",
  "method": "ωB97M-V/def2-TZVPD",
  "elements": ["H", "I", "H", "P", "H", "H", "C", "H", "H", "H", "H", "N", "H", "O", "H", "I", "H", "N", "H", "H", "H", "C", "H", "C", "C", "H", "C", "H", "C", "H", "C", "C", "H", "H", "C", "H", "O", "N", "C", "C", "N", "H", "H", "H", "H", "O", "C", "O", "H", "H", "H", "H", "N", "C", "C", "H", "C", "C", "H", "N", "H", "H", "H", "C"],
  "positions_angstrom": [[-1.24623, 1.07903, -0.51568], [2.38843, 3.49843, 3.29481], [3.01378, -2.68739, -0.56629], [0.74113, -3.20912, 0.76891], [2.73071, 1.22870, -0.07743], [1.38720, -5.25720, 1.79393], [0.69561, -0.32378, 0.56951], [1.59049, 1.07213, 4.05324], [1.38197, -3.96139, 2.98586], [2.77615, -4.14621, 1.88178], [5.94986, -1.01489, 0.25277], [3.91855, -0.83323, -0.28198], [4.28747, 0.86856, 2.70896], [-0.51496, -0.65087, 1.21884], [-3.36310, -0.18016, -2.84024], [0.93077, 3.20419, -0.15074], [-7.39200, 4.34960, -1.31207], [1.98109, 0.21696, 3.68726], [-1.58427, -1.90488, -3.22806], [2.25569, -1.39302, -1.45547], [-6.41919, 4.36807, -3.58070], [-6.47571, 3.78525, -1.48888], [4.86126, 1.18329, 1.08320], [2.71430, -1.64095, -0.50321], [-6.46534, 2.54164, -0.60737], [4.93456, -2.32046, 0.81135], [-6.39102, 3.45629, -2.98404], [-3.73716, -0.94029, -1.26682], [4.47562, 1.65948, 1.98737], [-6.55863, 2.81599, 0.44304], [-5.15545, 2.74128, -3.30383], [5.11097, -1.64903, -0.03169], [5.39097, -2.26481, -0.89100], [1.87040, -3.90125, -1.37766], [1.68963, -4.22806, 1.97589], [-5.64316, 4.43558, -1.21481], [-1.97234, 0.10796, 2.57371], [2.40062, -1.24348, 1.92654], [-0.73782, 0.43018, -1.22099], [-1.61053, -0.71987, -1.68125], [-4.18514, 2.18214, -3.55460], [3.56065, 3.27849, 0.97483], [-7.29395, 1.87634, -0.85565], [-7.23416, 2.83365, -3.28676], [-1.57888, -1.52087, -0.93625], [-1.08949, -1.13921, -2.93173], [-3.08308, -0.24635, -1.79255], [0.55376, -0.01231, -0.74187], [-5.53530, 1.98175, -0.72115], [0.80922, -5.11351, -0.63419], [2.47630, -0.39026, 4.31972], [-3.20684, 0.74901, -1.37031], [-1.16052, 0.48666, 1.85038], [0.93404, -4.05054, -0.84524], [1.68877, -1.55613, 0.66810], [5.23488, 2.33887, 2.36400], [1.92872, -0.08387, 2.41670], [3.23438, 2.45176, 1.60051], [4.10857, -0.32832, -1.13903], [1.34867, 0.72108, 1.44200], [0.12282, -3.75428, -1.50590], [-0.52062, 1.03704, -2.10091], [2.46779, -2.00807, 2.58977], [2.20913, 1.69470, 0.75336]],
  "e_homo_ev": -11.138,
  "homo_lumo_gap_ev": 8.2,
  "charge": 1,
  "lumo_energy_ev": -2.98
}